1.
{"formula": "C5H13NO", "method": "wB97M-V/def2-TZVPD", "smiles": "C[C@H](N)CCCO", "fmax_ev_per_a": 0.8, "gap_ev": 10.1924, "lumo_ev": 1.02, "symbols": ["C", "C", "C", "C", "C", "O", "N", "H", "H", "H", "H", "H", "H", "H", "H", "H", "H", "H", "H", "H"], "coordinates": [[0.972, -1.836, -0.536], [1.171, -0.520, 0.215], [-0.142, 0.147, 0.613], [-1.237, 0.206, -0.452], [-1.880, 1.576, -0.528], [-0.906, 2.568, -0.870], [2.001, -0.634, 1.405], [0.428, -2.577, 0.061], [0.539, -1.681, -1.519], [1.929, -2.311, -0.776], [1.653, 0.156, -0.487], [0.164, 1.137, 0.941], [-0.524, -0.315, 1.535], [-0.869, -0.031, -1.445], [-2.044, -0.489, -0.207], [-2.404, 1.851, 0.395], [-2.678, 1.644, -1.270], [-0.902, 3.255, -0.197], [2.988, -0.710, 1.155], [1.741, -1.436, 1.966]], "nbo_charge": [-0.629, -0.044, -0.404, -0.431, -0.054, -0.736, -0.838, 0.199, 0.210, 0.206, 0.185, 0.216, 0.195, 0.207, 0.209, 0.158, 0.168, 0.472, 0.360, 0.352]}

=====

2.
{"formula": "C37H36Cl2N5O5V", "method": "wB97M-V/def2-TZVPD", "spin_multiplicity": 2, "total_charge": 1, "fmax_ev_per_a": 1.2, "gap_ev": [6.6295, 7.2084], "lumo_ev": [-3.81, -3.24], "symbols": ["V", "C", "N", "C", "C", "N", "C", "C", "C", "C", "C", "C", "N", "C", "N", "C", "C", "C", "C", "C", "C", "N", "H", "H", "H", "H", "H", "H", "H", "H", "H", "H", "H", "H", "H", "H", "H", "Cl", "C", "Cl", "H", "H", "C", "C", "C", "C", "O", "H", "H", "H", "H", "H", "H", "H", "H", "H", "O", "C", "O", "C", "C", "C", "C", "O", "C", "O", "C", "C", "H", "H", "H", "H", "H", "C", "C", "C", "C", "C", "C", "C", "C", "H", "H", "H", "H", "H"], "coordinates": [[-0.607, -1.616, -1.117], [-0.458, 1.512, -2.678], [-0.862, 2.016, -1.371], [-0.091, 3.211, -0.984], [-0.302, 3.449, 0.476], [-0.054, 2.547, 1.380], [-0.454, 3.122, 2.583], [-0.443, 2.595, 3.874], [-0.931, 3.385, 4.896], [-1.421, 4.679, 4.652], [-1.437, 5.218, 3.380], [-0.946, 4.414, 2.356], [-0.834, 4.598, 0.990], [-1.450, 0.480, -3.153], [-1.645, -0.717, -2.609], [-2.735, -1.296, -3.275], [-3.381, -2.518, -3.103], [-4.430, -2.801, -3.952], [-4.842, -1.901, -4.947], [-4.216, -0.685, -5.117], [-3.160, -0.407, -4.258], [-2.330, 0.699, -4.142], [-0.440, 2.330, -3.403], [0.529, 1.040, -2.657], [-0.727, 1.306, -0.652], [0.988, 3.081, -1.152], [-0.429, 4.071, -1.568], [-0.060, 1.599, 4.058], [-0.935, 3.006, 5.909], [-1.793, 5.267, 5.480], [-1.815, 6.215, 3.196], [-1.116, 5.407, 0.466], [-3.086, -3.202, -2.321], [-4.957, -3.739, -3.844], [-5.672, -2.166, -5.588], [-4.534, 0.017, -5.876], [-2.390, 1.554, -4.669], [1.257, -0.072, 1.925], [1.133, -1.747, 2.412], [0.412, -2.817, 1.151], [0.486, -1.826, 3.276], [2.120, -2.147, 2.608], [-0.818, -5.526, -2.130], [0.053, -4.328, -2.462], [1.482, -4.511, -1.980], [0.004, -3.968, -3.938], [-0.489, -3.183, -1.737], [-0.426, -6.412, -2.629], [-1.842, -5.368, -2.467], [-0.825, -5.709, -1.055], [1.941, -5.336, -2.525], [1.505, -4.744, -0.916], [2.062, -3.605, -2.156], [0.420, -4.788, -4.525], [0.596, -3.071, -4.127], [-1.022, -3.796, -4.262], [-2.579, -2.028, -0.207], [-2.434, -0.921, 0.347], [-1.252, -0.364, 0.195], [-3.475, -0.238, 1.104], [-3.184, 0.951, 1.746], [-4.158, 1.625, 2.484], [-5.402, 1.047, 2.528], [-6.503, 1.500, 3.171], [-7.549, 0.556, 2.911], [-6.999, -0.478, 2.097], [-5.695, -0.146, 1.879], [-4.758, -0.822, 1.159], [-2.187, 1.360, 1.668], [-3.944, 2.547, 2.996], [-8.356, 1.055, 2.375], [-7.895, 0.135, 3.855], [-4.972, -1.754, 0.656], [1.165, -0.901, -1.507], [2.258, -0.400, -1.707], [3.553, 0.166, -1.923], [3.771, 1.055, -2.978], [5.026, 1.606, -3.173], [6.071, 1.274, -2.321], [5.860, 0.390, -1.271], [4.608, -0.163, -1.068], [2.955, 1.303, -3.645], [5.192, 2.292, -3.993], [7.051, 1.704, -2.476], [6.675, 0.132, -0.608], [4.432, -0.848, -0.250]], "mulliken_charge": [0.543, -0.378, -0.160, -0.417, 0.143, -0.329, 0.225, -0.339, -0.777, -0.429, -1.089, 0.686, -0.101, -0.217, 0.924, 0.239, -0.522, -0.921, -0.580, -1.079, 0.545, -0.065, 0.740, -0.466, 0.078, 0.268, 0.367, 0.387, 0.418, 0.405, 0.424, 0.230, 0.463, 0.457, 0.428, 0.454, 0.289, -0.047, -0.526, -0.050, 0.376, 0.433, -1.554, 1.259, -1.481, -1.392, -0.276, 0.454, 0.321, 0.347, 0.521, 0.350, 0.242, 0.559, 0.246, 0.264, -0.733, 1.342, -0.398, -0.613, -0.046, -1.048, 0.995, -0.507, -0.278, -0.507, 0.690, -1.188, 0.318, 0.546, 0.263, 0.264, 0.582, -0.122, 0.474, 0.318, -0.208, -0.673, -0.445, -0.650, -0.422, 0.461, 0.404, 0.406, 0.403, 0.483]}

=====

| no. | electronic energy (eV) |
| --- | --- |
| 1 | -8933.0917 |
| 2 | -107370.2426 |